ORCA calculation (wB97M-V/def2-TZVPD) on an isolated molecule of C5H12NO2.

Each line ends with the Mulliken charge.
Atoms and positions in Å:
C 0.39 -0.88 1.58  -1.286
C -0.07 0.07 0.47  -0.198
C 0.67 -0.18 -0.85  0.600
C 2.12 0.29 -0.80  -1.422
O 0.63 -1.54 -1.21  -0.630
N -1.52 -0.11 0.24  -0.291
C -2.20 1.02 -0.37  -0.305
O -3.00 1.75 0.42  -0.405
H -0.45 -1.25 2.15  0.413
H 0.93 -1.73 1.18  0.286
H 1.06 -0.38 2.27  0.291
H 0.13 1.09 0.81  0.492
H 0.16 0.41 -1.62  0.243
H 2.40 0.78 -1.73  0.339
H 2.30 1.01 0.00  0.334
H 2.83 -0.52 -0.66  0.339
H -0.25 -1.89 -0.98  0.379
H -1.95 -0.35 1.12  0.204
H -2.73 0.67 -1.27  0.347
H -1.45 1.73 -0.74  0.271

Output
- E_HOMO (spin up / spin down) (eV) = -9.55 / -9.54
- charge = 0
- energy relative to the best compared isomer or geometry (same formula, charge and spin) (kcal/mol) = 25.9
- multiplicity = 2
- LUMO level (spin up / spin down) (eV) = 0.90 / -1.70



ORCA calculation (wB97M-V/def2-TZVPD) on a cluster of 2 separate species, C5H12NO2 in total at a distorted geometry.

Each line ends with the Mulliken charge.
Atoms and positions in Å:
O -0.07 1.07 2.30  -0.410
C -0.93 0.38 1.83  -0.170
C -0.83 0.02 0.35  0.099
N 0.40 0.54 -0.42  -0.175
C 0.63 -0.58 -1.47  -0.496
C -0.33 -1.79 -1.14  -0.486
C -1.26 -1.41 0.01  -0.810
H -1.89 0.10 2.22  0.378
H -1.64 0.83 -0.04  0.235
H 0.10 1.56 -0.62  0.440
H 1.32 0.68 -0.02  0.361
H 0.44 -0.19 -2.44  0.398
H 1.72 -0.87 -1.13  0.257
H 0.22 -2.70 -0.59  0.204
H -0.66 -2.20 -2.04  0.446
H -1.27 -2.27 0.73  0.399
H -2.27 -1.47 -0.33  0.314
H 1.77 3.20 1.50  0.263
H 2.72 2.36 0.54  0.333
O 1.81 2.74 0.77  -0.579

Output
- E_HOMO (eV) = -14.15
- charge = +1
- energy relative to the best compared isomer or geometry (same formula, charge and spin) (kcal/mol) = 74.9
- LUMO level (eV) = -3.49